This record from the Open Molecules 2025 dataset describes an isolated molecule of C5H8N2. The level of theory is ωB97M-V/def2-TZVPD.

Geometry as XYZ:
```
15
Properties=species:S:1:pos:R:3:forces:R:3:nbo_charge:R:1
N -2.383977 0.548080 -0.405791 0.0 0.0 -0.1 -0.806
H 1.185751 -2.003966 1.068761 -0.1 0.2 -0.1 0.222
C -0.720952 -1.248558 0.240241 0.2 0.0 0.0 -0.160
H 2.973872 -0.456443 -0.015040 0.0 0.1 0.2 0.192
C 0.525914 -1.233307 0.691157 -0.2 -0.1 -0.1 -0.045
H 0.231507 1.972393 0.139537 0.0 -0.1 -0.1 0.172
C 2.224420 0.318524 -0.034423 0.1 0.1 0.2 -0.288
C -0.026803 0.968671 0.475914 0.1 0.0 -0.4 -0.214
H -1.394279 -2.095125 0.188091 0.1 0.1 0.0 0.228
H -2.390414 1.501925 -0.759642 -0.1 -0.1 0.2 0.357
H -2.815018 -0.008298 -1.140628 -0.1 0.1 0.2 0.350
H -0.500549 0.080078 -1.318289 -0.4 0.0 0.0 0.151
N 1.034410 0.105804 0.485245 0.2 0.0 -0.2 -0.240
C -1.003472 0.134176 -0.308851 0.0 -0.1 0.0 -0.116
H 2.384860 1.277613 -0.507641 0.2 -0.1 0.2 0.197
```
Forces are in eV/Å.

Computed properties:
Kohn-Sham gap (alpha / beta)   7.71 / 7.72 eV
Highest occupied orbital energy (alpha / beta)   -6.88 / -6.88 eV
Energy   -304.69157 hartree
ΔE to the lowest compared entry with this formula, charge and spin   90.32 kcal/mol